No. 1
Below is a structure of composition C4H10O2, with properties calculated with ωB97M-V with the def2-TZVPD basis set.

```
16
Properties=species:S:1:pos:R:3
H -1.641 1.429 0.407
O -0.982 -0.694 1.421
C 0.142 -0.011 -0.575
H -2.444 0.506 -1.256
C -1.073 -0.006 0.315
H 0.253 0.962 -1.064
H -3.202 0.188 0.421
O 1.246 -0.344 0.221
H -0.028 -0.751 1.638
H -0.039 -0.790 -1.338
H 2.286 -1.477 -1.177
H 2.689 0.266 -1.139
C 2.415 -0.601 -0.524
H 3.213 -0.798 0.193
H -0.593 1.709 1.036
C -2.331 0.428 -0.179
```

The value obtained for the LUMO energy is 0.791 eV. The HOMO-LUMO gap comes out at 7.75 eV. As for the total energy: -308.68546 Ha. As for the spin multiplicity: 1. The value obtained for the energy above the lowest of the compared OMol25 structures with the same formula, charge and spin is 5.788 eV. The maximum force comes out at 0.0063 hartree/bohr.

No. 2
Below is an isolated molecule of C7H13Cl in a non-equilibrium geometry, with properties calculated with ωB97M-V with the def2-TZVPD basis set.

```
21
Properties=species:S:1:pos:R:3
H 0.333 2.003 0.694
H -1.581 -1.791 -0.446
C 2.496 0.517 -0.531
H 2.281 1.469 -0.137
H -2.321 -0.255 0.245
C -0.255 1.093 1.095
C -1.410 -0.835 0.167
H -1.265 -1.265 1.146
C -0.312 0.139 -0.145
H 2.179 -2.219 -0.610
C 1.303 -1.800 -0.405
H -1.328 1.252 1.439
H 0.070 1.515 -1.800
Cl 3.771 -0.171 0.534
H 0.342 0.750 1.911
H -1.565 1.288 -1.595
C 1.025 -0.511 -0.348
H 2.948 0.562 -1.559
C -0.679 0.698 -1.537
H -0.707 -0.073 -2.238
H 0.461 -2.442 -0.369
```

The value obtained for the LUMO energy is 0.808 eV. The HOMO-LUMO gap comes out at 10.39 eV. As for the total energy: -734.62465 Ha. Its SMILES is C=C(CCl)C(C)(C)C. As for the spin multiplicity: 1. The value obtained for the energy above the lowest of the compared OMol25 structures with the same formula, charge and spin is 1.893 eV. The maximum force comes out at 0.0868 hartree/bohr.